# 1
Here is a structure of composition C34H52AlNO5Si at a distorted geometry from OMol25. Energies are from the ωB97M-V functional and the def2-TZVPD basis.

Geometry as XYZ:
```
94
Properties=species:S:1:pos:R:3:mulliken_charge:R:1
C 2.2780 -0.5819 -0.0112 0.03
C 2.5193 -1.2274 -1.2721 -1.96
C 2.0598 -0.3963 -2.3029 0.45
H 3.0602 -2.1620 -1.4100 0.41
C 1.5476 0.7934 -1.7618 -0.62
C 1.6988 0.7306 -0.3411 -0.97
H 1.2229 1.6757 -2.3162 0.66
C -1.4205 -1.9519 0.3557 -0.13
C -0.2339 -2.6789 -0.1227 -1.17
C -0.3270 -2.7171 -1.5480 -0.26
H 0.3806 -3.3344 0.4950 0.60
C -1.4711 -1.9951 -1.9477 0.33
C -2.1451 -1.5236 -0.8011 -1.75
H 2.1742 -0.5880 -3.3697 0.39
H 1.7284 1.5992 0.3179 0.41
H 2.7819 -0.7939 0.9351 0.96
H -3.1208 -1.0353 -0.7907 0.35
H 0.3315 -3.2646 -2.2242 0.49
H -1.8474 -2.0522 1.3522 0.81
Al 0.1659 -0.6187 0.1469 0.27
C -1.9550 -1.7447 -3.3478 2.72
C -3.4686 -2.0114 -3.4034 -1.87
C -1.2523 -2.6491 -4.3669 -2.24
H -3.6639 -3.0548 -3.1216 0.42
H -3.8308 -1.8299 -4.4182 0.52
H -4.0152 -1.3541 -2.7202 0.31
H -1.3973 -3.7012 -4.0884 0.48
H -0.1779 -2.4342 -4.4262 0.26
H -1.6995 -2.4828 -5.3537 0.49
C -1.6086 -0.2547 -3.6359 -0.31
C -2.1336 0.2953 -4.9492 0.06
H -0.5146 -0.1301 -3.6000 -0.29
H -2.0231 0.3979 -2.8459 0.44
O -3.0945 -0.2037 -5.5319 -0.70
N -1.5083 1.3894 -5.4804 -0.04
C -0.3633 2.1229 -4.9538 -0.86
H -1.9812 1.7845 -6.2857 0.29
C 0.9648 1.5493 -5.4065 0.84
C 2.1402 2.2246 -5.0614 -0.35
H 2.0583 3.1712 -4.5200 0.35
C 3.3855 1.6948 -5.4063 -0.49
H 4.2947 2.2262 -5.1201 0.37
C 3.4625 0.4892 -6.1161 -0.54
H 4.4354 0.0649 -6.3725 0.37
C 2.2891 -0.1678 -6.5001 -0.60
H 2.3255 -1.0981 -7.0697 0.39
C 1.0392 0.3707 -6.1598 -0.29
H 0.1182 -0.1150 -6.4943 0.42
H -0.4061 2.1359 -3.8508 0.02
H -0.4450 3.1676 -5.2884 0.56
C 1.1859 3.4278 3.5384 -1.61
C 2.0894 2.2076 3.6347 1.75
C 3.4164 2.4505 2.9249 -1.61
C 2.3310 1.8190 5.0876 -1.73
O 1.4677 1.0593 2.9563 0.66
Si -0.0647 0.6006 2.6287 -0.97
O -0.4685 0.7995 1.0693 -0.06
O 0.0182 -1.0643 2.6027 0.91
C 0.4765 -1.9942 3.6921 1.64
C 1.9450 -2.2947 3.4370 -1.34
C 0.2672 -1.3131 5.0307 -1.34
C -0.3847 -3.2425 3.5843 -1.41
O -1.1087 1.2331 3.7071 -0.51
C -2.6029 1.2099 3.5827 1.99
C -3.0171 1.5509 2.1599 -1.65
C -3.0801 -0.1686 4.0140 -1.37
C -3.1222 2.2747 4.5383 -1.91
H 1.6546 4.2650 4.0776 0.49
H 0.2080 3.2351 3.9951 0.22
H 1.0394 3.7273 2.4923 0.31
H 3.9988 3.2121 3.4648 0.42
H 4.0116 1.5289 2.8904 0.31
H 3.2534 2.8025 1.8979 0.31
H 1.3803 1.6754 5.6176 0.27
H 2.9362 0.9034 5.1530 0.27
H 2.8807 2.6289 5.5892 0.53
H 2.5356 -1.3718 3.4958 0.04
H 2.3164 -2.9884 4.2076 0.51
H 2.0869 -2.7583 2.4510 0.22
H -0.7882 -1.0555 5.1937 0.08
H 0.5633 -2.0094 5.8307 0.56
H 0.8988 -0.4197 5.1396 0.07
H -1.4401 -3.0042 3.7708 0.30
H -0.2966 -3.7107 2.5963 0.22
H -0.0696 -3.9726 4.3455 0.44
H -2.8408 0.7250 1.4634 0.12
H -4.0991 1.7527 2.1482 0.55
H -2.5040 2.4527 1.8019 0.28
H -2.8015 -0.3550 5.0603 0.33
H -4.1759 -0.2151 3.9348 0.51
H -2.6643 -0.9577 3.3741 0.02
H -2.8005 2.0716 5.5675 0.37
H -2.7667 3.2717 4.2486 0.40
H -4.2233 2.2804 4.5153 0.42
```

HOMO, Ha: -0.2860
Orbital gap, eV: 8.317
Spin multiplicity: 1


# 2
Here is a structure of composition C34H52AsN2OS2Se2Si3Te3Zr at a distorted geometry from OMol25. Energies are from the ωB97M-V functional and the def2-TZVPD basis.

Geometry as XYZ:
```
101
Properties=species:S:1:pos:R:3:mulliken_charge:R:1
Zr 0.9907 -2.9114 0.0140 0.55
C 2.8607 0.5176 0.3474 -1.55
C 2.2546 -0.3231 1.4650 0.28
N 1.0006 -0.3938 1.6394 -0.01
N 0.5666 -0.7980 2.9145 0.12
C -0.3071 -1.7493 2.9204 0.28
S -0.9783 -2.7317 1.5944 -0.13
S -1.1598 -2.0756 4.4627 -0.14
C -0.7668 -0.6337 5.4655 -1.09
C 0.6545 -0.4700 5.9841 0.60
C 1.3362 0.7587 6.0266 -0.40
C 2.6378 0.8613 6.4417 -0.62
C 3.3019 -0.2816 6.9256 -0.43
C 2.6577 -1.4950 6.8988 -0.58
C 1.3490 -1.5820 6.4149 -0.01
C 3.2041 -1.0469 2.3312 0.21
C 4.1713 -0.3973 3.0680 -0.59
C 5.0362 -1.1504 3.8530 -0.71
C 4.9118 -2.5437 3.9252 -0.45
C 3.9601 -3.2324 3.2208 -0.84
C 3.1053 -2.4873 2.4065 0.65
O 2.2182 -3.0732 1.6443 -0.25
H 2.0729 0.7258 -0.3387 -0.06
H 3.2236 1.4373 0.8299 0.45
H 3.6352 -0.0060 -0.2011 0.34
H -1.0288 0.2472 4.9009 0.39
H -1.4900 -0.6262 6.3445 0.38
H 0.8040 1.6073 5.6764 0.37
H 3.1844 1.8136 6.4312 0.36
H 4.3373 -0.1983 7.1929 0.43
H 3.0933 -2.4164 7.2607 0.38
H 0.9729 -2.6025 6.2798 0.29
H 4.2451 0.6525 3.0510 0.53
H 5.7481 -0.5755 4.4952 0.36
H 5.5928 -3.1515 4.5372 0.34
H 3.8260 -4.2978 3.2206 0.53
Se 1.2625 -5.2724 -1.1354 -0.43
Te 3.7610 -4.5826 -1.2722 -0.26
Te 3.2835 -2.9994 -3.3217 -0.19
Se 1.9761 -1.2973 -2.0330 0.24
C -5.8960 -3.5429 2.7316 -1.43
C -5.0943 -3.3140 1.4575 0.32
C -4.5323 -2.0768 1.1388 -0.54
C -3.6343 -1.9059 0.0615 0.74
C -3.1299 -0.5767 -0.2417 -0.89
C -3.2521 -3.0338 -0.6616 -0.51
Te -1.5072 -3.0682 -1.9473 0.02
C -3.9427 -4.2475 -0.4432 1.01
C -3.7826 -5.5401 -1.2193 -1.59
C -4.8483 -4.3366 0.6093 -0.79
H -6.4576 -4.4861 2.6997 0.36
H -6.5648 -2.7247 2.9508 0.36
H -5.2171 -3.5274 3.6041 0.24
H -4.6989 -1.2255 1.8046 0.30
H -3.1327 -0.0009 0.6763 0.46
H -3.8303 -0.0893 -0.9364 0.45
H -2.1543 -0.6141 -0.7900 -0.05
H -2.8280 -6.0650 -0.9804 0.26
H -3.7712 -5.3918 -2.2835 0.34
H -4.5258 -6.2243 -0.8526 0.41
H -5.3141 -5.2930 0.8587 0.15
C -1.6212 2.8626 -5.7087 -1.02
Si -1.2437 1.5060 -4.4222 0.14
C -0.7648 -0.0753 -5.1907 -0.76
C -2.8366 1.2494 -3.4559 -0.51
As 0.4481 2.1373 -2.8455 0.27
Si -0.6278 3.6754 -1.4306 0.26
C 0.7905 4.6191 -0.6491 -1.07
C -1.7308 5.0835 -2.0217 -1.13
C -1.5660 2.6988 -0.1572 -0.38
Si 1.9067 3.1708 -4.4374 0.30
C 1.3618 4.7336 -5.2976 -0.89
C 3.5303 3.2970 -3.5180 -1.08
C 1.9948 1.7782 -5.7028 -0.98
H -2.6605 2.6862 -6.2258 0.28
H -0.8671 2.8993 -6.4935 0.32
H -1.6317 3.8381 -5.2290 0.27
H -1.6617 -0.5576 -5.5619 0.42
H -0.3771 -0.6959 -4.4030 0.02
H -0.0128 -0.0174 -5.9987 0.39
H -3.5104 0.7926 -4.1550 0.51
H -3.2814 2.1823 -3.0620 0.31
H -2.7352 0.5015 -2.6340 -0.37
H 1.3972 5.0119 -1.4605 0.23
H 1.5565 3.9639 -0.1808 0.22
H 0.6140 5.4216 0.0722 0.40
H -1.2191 5.7850 -2.6925 0.28
H -1.9787 5.7558 -1.2093 0.38
H -2.7006 4.7729 -2.4229 0.32
H -0.7904 2.0091 0.3059 -0.07
H -2.3547 2.0228 -0.5161 -0.03
H -1.9387 3.3326 0.6342 0.50
H 0.8236 5.4034 -4.5260 0.16
H 0.6698 4.5917 -6.1322 0.31
H 2.2199 5.3005 -5.7534 0.38
H 3.9107 2.2768 -3.3581 0.23
H 3.2873 3.6876 -2.5774 0.32
H 4.2912 3.9091 -3.9790 0.39
H 1.0150 1.6398 -6.0982 -0.03
H 2.2065 0.8316 -5.1539 0.18
H 2.6967 1.9840 -6.4712 0.60
```

Charge: -1
HOMO, Ha: -0.1559
Orbital gap, eV: 5.980
Relative energy (zero: lowest compared OMol25 entry of this formula, charge and spin), kJ/mol: 0.0
Spin multiplicity: 1


# 3
Here is a structure of composition C34H52ClN3SSi3Ta at a distorted geometry from OMol25. Energies are from the ωB97M-V functional and the def2-TZVPD basis.

Geometry as XYZ:
```
95
Properties=species:S:1:pos:R:3:mulliken_charge:R:1
Ta 0.0256 -0.1037 -0.2805 1.51
C 2.0305 -3.4410 1.6638 -2.10
C 0.5544 -3.5719 1.3752 1.27
C 0.0239 -4.7631 0.8996 -0.68
C -1.3479 -4.9392 0.8144 -1.19
C -2.1991 -3.9394 1.2557 -0.52
C -1.7126 -2.7242 1.7356 0.87
C -2.6704 -1.7002 2.2812 -1.14
C -0.3255 -2.5394 1.7250 -0.86
N 0.2760 -1.2582 2.0237 0.75
C 0.6666 -0.9963 3.2061 1.19
C 0.5383 -1.9672 4.3422 -2.38
C 1.3608 0.3213 3.5050 0.35
C 1.6674 0.6523 4.9400 -2.06
N 1.6578 1.0171 2.4982 1.16
C 2.4621 2.1883 2.5945 -1.04
C 3.8315 2.0333 2.3702 1.29
C 4.4348 0.6608 2.2536 -1.11
C 4.6181 3.1741 2.2936 -1.11
C 4.0624 4.4354 2.4549 -0.89
C 2.7134 4.5555 2.7394 -0.87
C 1.8894 3.4360 2.8245 1.21
C 0.4372 3.5936 3.1872 -1.28
H 2.6139 -4.1588 1.0883 0.46
H 2.2198 -3.6551 2.7193 0.34
H 2.4122 -2.4357 1.4818 0.45
H 0.6942 -5.5663 0.6184 0.50
H -1.7547 -5.8709 0.4454 0.47
H -3.2694 -4.1030 1.2481 0.47
H -3.6975 -1.9995 2.0807 0.41
H -2.5156 -0.7121 1.8602 -0.04
H -2.5614 -1.6055 3.3650 0.41
H -0.0236 -2.8539 4.0593 0.45
H 0.0551 -1.4957 5.1981 0.53
H 1.5349 -2.2743 4.6678 0.43
H 0.7445 0.8396 5.4943 0.42
H 2.2839 1.5471 4.9883 0.39
H 2.1870 -0.1631 5.4429 0.52
H 3.9312 0.0624 1.4887 0.12
H 4.3531 0.1121 3.1961 0.25
H 5.4910 0.7259 1.9995 0.45
H 5.6809 3.0673 2.1143 0.42
H 4.6825 5.3174 2.3753 0.45
H 2.2810 5.5341 2.9096 0.45
H 0.2982 4.4954 3.7826 0.49
H 0.0616 2.7500 3.7654 0.18
H -0.1942 3.6861 2.3008 0.08
C -1.9482 3.5445 -1.0016 -0.81
Si -2.5892 1.8720 -1.5083 0.51
C -3.7904 1.2093 -0.2144 -1.21
C -3.7144 2.1410 -2.9829 -1.39
C -1.1245 0.7068 -1.9829 0.98
Si 0.0873 1.6027 -3.1947 0.82
C 1.0425 2.9796 -2.3606 -1.02
C -0.7618 2.4338 -4.6360 -1.41
C 1.2304 0.3542 -3.9901 -0.94
Si -1.8632 -0.8352 -2.7348 -1.01
C -2.4135 -0.7510 -4.5037 -1.15
C -3.2197 -1.6158 -1.7238 -0.94
C -0.4999 -2.1113 -2.6062 0.29
C -0.3036 -3.1762 -3.4766 -0.69
C 0.7638 -4.0327 -3.2919 -0.60
C 1.6471 -3.7854 -2.2528 -1.22
C 1.4155 -2.7127 -1.4257 -0.46
N 0.3482 -1.9063 -1.5718 0.97
H -2.7661 4.1048 -0.5410 0.42
H -1.6099 4.1128 -1.8704 0.29
H -1.1256 3.5087 -0.2909 0.02
H -3.9373 1.9651 0.5602 0.48
H -3.4932 0.2941 0.2901 0.20
H -4.7589 1.0298 -0.6856 0.45
H -4.3575 2.9984 -2.7625 0.39
H -4.3729 1.2828 -3.1408 0.31
H -3.2047 2.3501 -3.9166 0.36
H 0.6828 3.9458 -2.7202 0.45
H 2.1013 2.9042 -2.6197 0.42
H 0.9811 2.9844 -1.2746 0.03
H -1.3462 3.3033 -4.3360 0.36
H -1.4080 1.7715 -5.2118 0.34
H 0.0279 2.7891 -5.3044 0.42
H 1.9234 -0.1116 -3.2904 0.21
H 1.8230 0.8720 -4.7488 0.55
H 0.6791 -0.4391 -4.5012 0.20
H -3.0542 0.1144 -4.6646 0.40
H -2.9957 -1.6406 -4.7563 0.46
H -1.5757 -0.6761 -5.1984 0.35
H -4.1291 -1.0163 -1.7075 0.38
H -2.9295 -1.7974 -0.6831 0.02
H -3.4641 -2.5829 -2.1720 0.42
H -0.9850 -3.3142 -4.3054 0.51
H 0.9247 -4.8674 -3.9621 0.49
H 2.5200 -4.4027 -2.0927 0.54
H 2.1131 -2.4467 -0.6548 0.61
Cl -1.1262 1.1596 1.1979 -0.71
S 2.0539 0.5194 -0.5706 -0.57
```

Charge: +1
HOMO, Ha: -0.3892
Orbital gap, eV: 6.897
Relative energy (zero: lowest compared OMol25 entry of this formula, charge and spin), kJ/mol: 88.6
Spin multiplicity: 1


# 4
Here is a structure of composition C34H52GeN2O3PPd at a distorted geometry from OMol25. Energies are from the ωB97M-V functional and the def2-TZVPD basis.

Geometry as XYZ:
```
94
Properties=species:S:1:pos:R:3:mulliken_charge:R:1
Pd 0.1547 -0.3114 0.1070 0.78
C -1.9646 3.6995 -0.8847 -1.78
C -0.8002 2.8042 -1.2867 1.52
C -0.8849 2.4658 -2.7637 -1.63
C 0.5129 3.4766 -0.9275 -1.93
O -0.8774 1.5633 -0.5259 0.94
Ge -2.3969 0.8854 0.3732 -0.73
O -1.2907 0.5163 1.7971 0.47
C -1.5070 1.1041 3.1179 1.28
C -3.0063 1.2062 3.3821 -1.78
C -0.8646 0.1853 4.1403 -1.51
C -0.8781 2.4920 3.1599 -1.22
O -1.9239 -0.8294 -0.2688 -0.58
C -2.6175 -1.5399 -1.3393 1.24
C -4.0782 -1.1035 -1.3400 -1.82
C -2.5041 -3.0153 -1.0094 -1.04
C -1.9680 -1.2067 -2.6829 -1.46
H -1.8810 4.6687 -1.3783 0.46
H -1.9708 3.8738 0.1960 0.31
H -2.9215 3.2586 -1.1772 0.46
H -0.7321 3.3579 -3.3744 0.51
H -1.8699 2.0582 -3.0023 0.33
H -0.1328 1.7292 -3.0412 0.28
H 0.6391 4.4030 -1.4886 0.57
H 1.3626 2.8289 -1.1603 0.41
H 0.5359 3.7307 0.1371 0.35
H -3.4911 0.2401 3.2203 0.40
H -3.4788 1.9536 2.7361 0.40
H -3.1849 1.5067 4.4150 0.50
H -1.3878 -0.7697 4.1904 0.36
H -0.8979 0.6486 5.1273 0.51
H 0.1829 -0.0052 3.8893 0.12
H -1.1958 3.0861 2.2987 0.07
H 0.2135 2.4513 3.1766 0.21
H -1.1885 3.0202 4.0623 0.54
H -4.5222 -1.2302 -0.3498 0.37
H -4.6435 -1.7112 -2.0470 0.52
H -4.1817 -0.0574 -1.6448 0.50
H -3.0268 -3.2458 -0.0805 0.40
H -1.4537 -3.2944 -0.8909 -0.09
H -2.9370 -3.6138 -1.8128 0.39
H -1.6366 -0.1681 -2.6982 -0.11
H -2.6766 -1.3477 -3.5002 0.53
H -1.1108 -1.8504 -2.8911 0.25
N 1.6795 1.0117 1.1891 0.32
C 3.0385 1.0608 0.7074 -0.40
C 4.0591 1.5589 1.5024 -0.57
C 5.3448 1.6518 0.9924 -0.81
C 5.6105 1.2726 -0.3193 -0.93
C 4.5926 0.7649 -1.1077 -0.73
C 3.3046 0.6234 -0.5846 -0.01
P 1.9951 -0.2350 -1.4737 3.51
C 2.1636 0.1694 -3.2165 0.31
C 1.8723 -0.7959 -4.1814 -0.59
C 1.9764 -0.4805 -5.5279 -0.82
C 2.3706 0.7932 -5.9125 -0.70
C 2.6570 1.7584 -4.9536 -0.96
C 2.5483 1.4542 -3.6063 0.03
C 2.4002 -2.0037 -1.4108 -0.24
C 3.6262 -2.5555 -1.6486 -0.75
C 3.7449 -3.9522 -1.7376 -0.57
C 2.6250 -4.8052 -1.5940 -1.02
C 1.4251 -4.2942 -1.2294 -0.66
C 1.2156 -2.8272 -1.0657 1.03
H 1.1573 1.8297 0.8776 -0.53
H 1.6426 1.0111 2.2017 0.34
H 3.8462 1.8905 2.5127 0.56
H 6.1390 2.0447 1.6146 0.46
H 6.6097 1.3698 -0.7237 0.51
H 4.8010 0.4698 -2.1296 0.59
H 1.5648 -1.7945 -3.8931 0.29
H 1.7546 -1.2309 -6.2751 0.49
H 2.4587 1.0352 -6.9639 0.45
H 2.9671 2.7501 -5.2563 0.48
H 2.7824 2.2108 -2.8682 0.40
H 4.4968 -1.9325 -1.8147 0.52
H 4.7157 -4.3856 -1.9495 0.51
H 2.7403 -5.8705 -1.7480 0.48
H 0.5591 -4.9378 -1.1258 0.64
H 0.4009 -2.5846 -1.7623 -1.07
C 1.4811 -4.3126 1.6137 -2.07
C 1.0471 -2.8490 1.5997 0.83
C -0.2846 -2.7530 2.3452 -1.07
C 2.1339 -2.0382 2.3124 -1.37
N 0.7858 -2.2788 0.2455 2.01
H 1.5329 -4.6207 2.6593 0.52
H 2.4689 -4.4640 1.1837 0.36
H 0.7580 -4.9677 1.1282 0.42
H -0.1138 -2.9459 3.4050 0.57
H -0.9900 -3.4945 1.9658 0.34
H -0.7377 -1.7701 2.2420 -0.27
H 2.2983 -2.4462 3.3089 0.62
H 1.8293 -1.0020 2.4180 -0.14
H 3.0772 -2.0769 1.7617 0.34
```

Charge: +2
HOMO (spin up / spin down), Ha: -0.4724 / -0.4707
Orbital gap (spin up / spin down), eV: 4.648 / 4.594
Relative energy (zero: lowest compared OMol25 entry of this formula, charge and spin), kJ/mol: 338.2
Spin multiplicity: 2
⟨S²⟩: 0.761